Entry from the OMol25 dataset: 7 unconnected molecules or ions with the total composition C44H43O16P (ωB97M-V/def2-TZVPD).

```
! RIJCOSX wB97M-V def2-TZVPD def2/J DEFGRID3
* xyz 0 1
C -3.7500 -3.2116 6.4743
C -2.6032 -2.8257 7.4006
O -2.1277 -3.9696 8.1044
C -0.7235 -4.0390 8.2079
C -0.0662 -4.4543 6.8901
O 1.2408 -3.9144 6.8100
C 1.5326 -3.2550 5.5964
C 2.8664 -2.5556 5.7631
O 3.2620 -1.9799 4.5348
C 3.2475 -0.5627 4.4783
P 4.3298 -0.0093 3.0829
C 4.4670 1.7263 3.6288
O 3.2186 0.2758 1.8907
H -4.5475 -2.4707 6.5024
H -4.1529 -4.1744 6.7868
H -3.4209 -3.2977 5.4376
H -1.7835 -2.3729 6.8339
H -2.9354 -2.0857 8.1339
H -0.2916 -3.0777 8.5172
H -0.5131 -4.7619 8.9962
H -0.0105 -5.5445 6.8157
H -0.6852 -4.0994 6.0591
H 0.7505 -2.5209 5.3583
H 1.5931 -3.9655 4.7628
H 2.7798 -1.7983 6.5494
H 3.6209 -3.2796 6.0815
H 3.6521 -0.1272 5.4017
H 2.2233 -0.1887 4.3400
H 4.9071 2.3123 2.8221
H 5.1308 1.7672 4.4936
H 3.5015 2.1648 3.8872
H 2.7913 -0.5551 1.6249
C 3.8554 -2.0628 -2.8165
C 3.1210 -1.8734 -1.7237
C 3.5317 -2.4371 -0.4181
O 2.8670 -2.2711 0.5860
C 4.7927 -3.2180 -0.3635
C 5.5292 -3.4081 -1.4542
C 5.1161 -2.8461 -2.7667
O 5.7882 -3.0210 -3.7607
H 3.5643 -1.6592 -3.7767
H 2.1988 -1.3064 -1.7399
H 5.0676 -3.6061 0.6090
H 6.4549 -3.9692 -1.4450
C -1.7299 0.9309 8.6714
C -1.3374 1.8661 9.5314
C -1.9475 3.2225 9.5285
O -1.5868 4.0717 10.3133
C -3.0135 3.4934 8.5301
C -3.3999 2.5579 7.6681
C -2.7943 1.2050 7.6724
O -3.1556 0.3503 6.8903
H -1.3034 -0.0643 8.6534
H -0.5651 1.6948 10.2705
H -3.4574 4.4801 8.5532
H -4.1804 2.7282 6.9395
C 0.5818 2.0940 -6.6992
C 0.7182 1.2968 -5.6432
C 1.6826 0.1706 -5.6511
O 1.8030 -0.5598 -4.6871
C 2.4940 -0.0390 -6.8740
C 2.3636 0.7589 -7.9291
C 1.3981 1.8859 -7.9236
O 1.2819 2.6148 -8.8872
H -0.1243 2.9128 -6.7298
H 0.1379 1.4215 -4.7380
H 3.1831 -0.8739 -6.8630
H 2.9379 0.6162 -8.8348
C 4.4537 -4.2932 -11.5952
C 3.9128 -3.7285 -10.5197
C 4.0709 -2.2777 -10.2524
O 3.5750 -1.7645 -9.2708
C 4.8550 -1.4784 -11.2262
C 5.3961 -2.0420 -12.3021
C 5.2375 -3.4949 -12.5734
O 5.7283 -4.0075 -13.5542
H 4.3551 -5.3485 -11.8149
H 3.3379 -4.2858 -9.7912
H 4.9569 -0.4231 -11.0064
H 5.9728 -1.4838 -13.0284
C -3.2322 5.8647 -10.3364
C -3.0988 5.0688 -9.2799
C -2.1348 3.9387 -9.2840
O -2.0226 3.2118 -8.3190
C -1.3205 3.7318 -10.5081
C -1.4561 4.5289 -11.5643
C -2.4209 5.6569 -11.5643
O -2.5442 6.3834 -12.5260
H -3.9278 6.6938 -10.3619
H -3.6778 5.1961 -8.3740
H -0.6143 2.9131 -10.4766
H -0.8749 4.4030 -12.4688
C -6.9248 3.4631 5.8121
C -7.8585 2.9397 5.0234
C -9.1681 2.4956 5.5691
O -10.0185 2.0206 4.8502
C -9.3933 2.6601 7.0284
C -8.4582 3.1828 7.8162
C -7.1494 3.6226 7.2711
O -6.2959 4.0918 7.9945
H -5.9673 3.8004 5.4348
H -7.7204 2.8117 3.9574
H -10.3549 2.3300 7.4000
H -8.5951 3.3122 8.8822
*
```

Results
HOMO level, eV: -8.420
Lowest unoccupied orbital energy, eV: -1.780
Structure (SMILES): O=C1C=CC(=O)C=C1.O=C1C=CC(=O)C=C1.O=C1C=CC(=O)C=C1.O=C1C=CC(=O)C=C1.O=C1C=CC(=O)C=C1.O=C1C=CC(=O)C=C1.CCOCCOCCOCP(C)O

Mulliken population analysis, charges in e, atoms 1 to 2:
1. C -1.309
2. C 0.155